(1)
This record from OMol25 describes a 3-piece molecular cluster, C64H63NO9S overall in a non-equilibrium geometry. The level of theory is wB97M-V/def2-TZVPD.

relative energy (zero: lowest compared OMol25 entry of this formula, charge and spin) = 728.11 kcal per mole
SMILES = CCCCCCCCCCCc1cc(OC[C@H](C)O)c(CCc2ccccc2)c2c1C(=O)C(N=C=O)=C(CSCC)C2=O.O=C1c2ccccc2C(=O)c2ccccc21.O=C1c2ccccc2C(=O)c2ccccc21
LUMO level = -0.0688 Ha
E_HOMO = -8.289 eV

Geometry as XYZ:
```
138
Properties=species:S:1:pos:R:3:mulliken_charge:R:1
C 10.03 -5.66 4.49 -0.81
C 10.93 -5.70 3.12 -0.35
C 10.15 -4.83 1.93 -0.67
C 10.02 -3.26 2.39 -0.48
C 9.36 -2.29 1.20 -0.54
C 7.80 -1.88 1.62 -0.39
C 6.89 -1.46 0.31 -0.67
C 5.47 -0.70 0.72 -0.34
C 4.41 -1.70 1.51 -0.64
C 3.24 -0.86 2.35 -0.27
C 2.05 -0.46 1.30 -0.18
C 0.64 -1.27 1.50 0.95
C 0.21 -2.10 2.88 -0.62
C -1.25 -2.90 3.04 -0.12
O -1.53 -3.56 4.36 -0.40
C -2.55 -2.65 4.96 -0.25
C -2.10 -2.02 6.41 0.13
C -3.27 -0.99 7.00 -1.22
O -0.92 -1.14 6.15 -0.53
C -2.36 -2.97 1.80 0.20
C -3.79 -3.82 1.94 -0.51
C -3.71 -5.26 1.17 -0.27
C -4.24 -6.55 2.05 0.32
C -4.43 -6.60 3.67 -0.13
C -5.01 -8.02 4.34 -0.42
C -5.36 -9.37 3.45 -0.37
C -5.13 -9.33 1.82 -0.37
C -4.60 -7.93 1.17 -0.36
C -1.93 -2.15 0.41 0.21
C -0.49 -1.32 0.28 -0.06
C -0.29 -0.52 -1.18 0.08
O 0.87 -0.41 -1.82 -0.58
C -1.71 0.09 -1.81 0.15
N -1.58 1.46 -2.49 -0.50
C -1.28 2.30 -1.41 0.71
O -1.26 3.10 -0.31 -0.49
C -3.03 -0.65 -1.69 0.37
C -4.38 0.05 -2.30 -0.19
S -5.60 -1.13 -3.10 -0.06
C -5.28 -1.37 -4.93 -0.41
C -4.69 0.00 -5.67 -0.64
C -3.00 -2.11 -0.88 0.00
O -3.73 -3.16 -1.27 -0.51
H 9.81 -6.71 4.96 0.28
H 8.97 -5.19 4.23 0.19
H 10.54 -4.91 5.23 0.22
H 11.97 -5.16 3.30 0.25
H 11.15 -6.80 2.73 0.28
H 10.74 -4.95 0.91 0.31
H 9.06 -5.28 1.84 0.23
H 11.11 -2.86 2.62 0.37
H 9.31 -3.21 3.33 0.18
H 10.06 -1.33 1.16 0.29
H 9.42 -2.88 0.19 0.31
H 7.83 -0.98 2.38 0.17
H 7.32 -2.83 2.11 0.18
H 7.54 -0.68 -0.30 0.29
H 6.73 -2.38 -0.39 0.28
H 5.76 0.26 1.35 0.22
H 5.03 -0.29 -0.31 0.25
H 5.05 -2.40 2.24 0.22
H 3.88 -2.33 0.66 0.28
H 3.77 0.16 2.70 0.22
H 2.89 -1.39 3.33 0.25
H 2.48 -0.69 0.21 0.32
H 1.90 0.70 1.35 0.09
H 0.90 -2.12 3.83 0.00
H -3.53 -3.26 5.12 0.13
H -2.78 -1.71 4.25 0.27
H -1.91 -2.81 7.26 0.25
H -3.57 -0.16 6.20 0.34
H -4.26 -1.54 7.29 0.33
H -2.88 -0.38 7.94 0.33
H -1.25 -0.17 6.10 0.33
H -4.61 -3.16 1.38 0.32
H -4.17 -3.89 3.06 0.27
H -4.39 -5.24 0.19 0.27
H -2.57 -5.42 0.87 0.29
H -4.18 -5.67 4.33 0.11
H -5.17 -8.13 5.51 0.25
H -5.77 -10.38 3.90 0.27
H -5.32 -10.25 1.10 0.27
H -4.46 -7.89 -0.02 0.22
H -4.97 0.60 -1.42 0.35
H -4.14 0.90 -3.09 -0.15
H -4.47 -2.22 -5.11 0.28
H -6.32 -1.63 -5.45 0.33
H -5.30 0.90 -5.18 0.01
H -4.79 -0.03 -6.84 0.35
H -3.56 0.09 -5.31 0.19
O -9.72 6.19 -4.07 -0.67
C -9.22 5.61 -5.02 0.62
C -9.93 5.54 -6.31 0.15
C -11.17 6.17 -6.45 -0.54
C -11.84 6.14 -7.68 -0.46
C -11.26 5.49 -8.77 -0.46
C -10.02 4.86 -8.63 -0.54
C -9.36 4.87 -7.40 0.23
C -8.07 4.18 -7.25 0.60
O -7.59 3.55 -8.19 -0.68
C -7.34 4.26 -5.97 0.36
C -6.10 3.64 -5.83 -0.93
C -5.39 3.74 -4.63 -0.35
C -5.93 4.46 -3.57 -0.63
C -7.18 5.08 -3.70 -0.62
C -7.89 4.97 -4.90 0.20
H -11.63 6.68 -5.61 0.45
H -12.80 6.63 -7.79 0.39
H -11.76 5.49 -9.74 0.39
H -9.58 4.35 -9.49 0.45
H -5.67 3.08 -6.66 0.50
H -4.42 3.26 -4.53 0.63
H -5.38 4.55 -2.63 0.43
H -7.59 5.64 -2.86 0.46
O 4.08 4.44 2.64 -0.69
C 4.77 4.87 1.73 0.55
C 6.04 5.57 2.01 0.18
C 6.46 5.74 3.34 -0.52
C 7.67 6.37 3.61 -0.46
C 8.47 6.83 2.57 -0.46
C 8.05 6.68 1.25 -0.55
C 6.83 6.06 0.97 0.21
C 6.38 5.92 -0.43 0.66
O 7.04 6.40 -1.35 -0.68
C 5.12 5.20 -0.72 0.18
C 4.71 5.03 -2.05 -0.54
C 3.54 4.32 -2.33 -0.64
C 2.78 3.78 -1.29 -0.17
C 3.19 3.96 0.03 -0.64
C 4.36 4.67 0.32 0.12
H 5.84 5.37 4.16 0.46
H 7.99 6.49 4.64 0.39
H 9.42 7.31 2.78 0.39
H 8.67 7.05 0.44 0.45
H 5.29 5.45 -2.86 0.46
H 3.22 4.19 -3.36 0.41
H 1.88 3.22 -1.51 0.36
H 2.59 3.53 0.84 0.51
```

---

(2)
This record from OMol25 describes a 6-piece molecular cluster, C64H66BBrF3N7O13SSi overall in a non-equilibrium geometry. The level of theory is wB97M-V/def2-TZVPD.

SMILES = CCSCc1c(B(O)N(C)C)c([C@H](C)F)cc2c1C(=O)c1c(Br)cc(CNC)c(C(F)(F)CC[Si](C)(C)c3ccccc3)c1C2=O.O=[N+]([O-])c1ccccc1.O=[N+]([O-])c1ccccc1.O=[N+]([O-])c1ccccc1.O=[N+]([O-])c1ccccc1.O=[N+]([O-])c1ccccc1
LUMO level = -0.0611 Ha
E_HOMO = -8.326 eV

Geometry as XYZ:
```
157
Properties=species:S:1:pos:R:3:mulliken_charge:R:1
C -3.84 -1.11 0.36 -0.24
C -3.12 -2.55 0.30 -0.40
S -1.29 -2.50 0.06 -0.09
C -0.84 -2.32 -1.76 -0.94
C -1.97 -1.41 -2.41 -0.58
C -3.18 -2.13 -3.12 1.12
B -3.32 -3.74 -3.30 0.93
O -4.52 -4.46 -2.88 -0.72
N -2.22 -4.63 -3.85 -0.11
C -1.90 -5.74 -2.89 -0.59
C -2.67 -5.33 -5.10 -0.81
C -4.35 -1.28 -3.73 0.14
C -5.62 -1.87 -4.49 -0.15
C -5.43 -2.06 -6.07 -1.13
F -6.71 -0.91 -4.33 -0.38
C -4.23 0.25 -3.64 -1.31
C -3.05 1.04 -2.98 0.63
C -1.92 0.16 -2.35 0.76
C -0.78 0.99 -1.63 0.13
O -0.04 0.38 -0.83 -0.61
C -0.65 2.61 -1.73 0.51
C 0.63 3.30 -1.16 -0.75
Br 2.22 2.42 -0.41 -0.09
C 0.69 4.84 -1.22 -1.01
C -0.47 5.75 -1.79 0.40
C -0.13 7.30 -1.77 -1.00
N 0.18 7.72 -3.18 -0.15
C -0.44 9.02 -3.56 -0.64
C -1.79 5.07 -2.34 0.36
C -2.92 6.02 -2.83 1.00
F -2.41 6.70 -4.02 -0.31
F -4.19 5.54 -3.22 -0.27
C -3.34 7.22 -1.82 -1.09
C -3.14 6.94 -0.28 -0.01
Si -4.02 5.45 0.52 -0.04
C -4.97 6.10 2.10 -1.16
C -5.32 4.55 -0.52 -0.81
C -2.63 4.30 1.24 0.56
C -2.79 2.75 1.38 0.03
C -1.63 1.84 1.92 -0.19
C -0.26 2.42 2.34 -0.22
C -0.08 3.96 2.26 -0.88
C -1.24 4.86 1.73 -0.28
C -1.82 3.49 -2.34 0.30
C -2.99 2.67 -3.00 0.21
O -3.87 3.06 -3.81 -0.62
H -4.04 -0.68 -0.69 -0.02
H -3.30 -0.36 1.03 -0.24
H -4.90 -1.30 0.80 0.48
H -3.70 -3.17 -0.47 -0.05
H -3.34 -3.05 1.32 0.53
H -0.73 -3.36 -2.20 0.33
H 0.21 -1.86 -1.81 0.49
H -5.05 -3.82 -2.35 0.38
H -1.25 -6.49 -3.48 0.38
H -1.28 -5.40 -1.99 -0.14
H -2.81 -6.33 -2.54 0.26
H -1.72 -5.83 -5.54 0.29
H -3.16 -4.66 -5.88 0.19
H -3.34 -6.22 -4.80 0.30
H -6.01 -2.86 -4.08 0.26
H -4.46 -2.59 -6.35 0.22
H -6.28 -2.70 -6.51 0.33
H -5.45 -1.06 -6.65 0.35
H -5.06 0.89 -4.10 0.34
H 1.65 5.36 -0.84 0.23
H 0.86 7.48 -1.19 0.42
H -0.88 7.99 -1.27 0.33
H 0.01 6.97 -3.86 0.33
H -0.91 9.60 -2.70 0.34
H -1.18 8.87 -4.42 0.15
H 0.39 9.70 -3.99 0.18
H -2.74 8.15 -2.16 0.26
H -4.44 7.55 -1.98 0.51
H -2.03 6.89 0.06 -0.32
H -3.54 7.88 0.28 0.54
H -5.96 6.62 1.82 0.27
H -5.10 5.26 2.87 0.32
H -4.25 6.88 2.57 0.27
H -4.91 3.71 -1.20 0.09
H -5.83 5.28 -1.25 0.29
H -6.15 4.08 0.12 0.37
H -3.80 2.30 1.07 0.28
H -1.79 0.71 2.01 0.11
H 0.63 1.82 2.74 0.32
H 0.91 4.44 2.57 0.28
H -0.99 5.99 1.71 0.24
O -1.04 -6.47 0.45 -0.61
N 0.08 -6.40 -0.04 1.06
O 0.64 -5.35 -0.33 -0.47
C 0.79 -7.65 -0.31 0.00
C 0.18 -8.87 -0.03 -0.44
C 0.85 -10.05 -0.30 -0.50
C 2.13 -10.01 -0.85 -0.41
C 2.74 -8.79 -1.12 -0.64
C 2.07 -7.60 -0.85 -0.08
H -0.82 -8.91 0.40 0.46
H 0.38 -11.01 -0.09 0.39
H 2.65 -10.94 -1.07 0.39
H 3.74 -8.77 -1.55 0.39
H 2.56 -6.66 -1.07 0.48
O 3.02 -7.81 2.62 -0.60
N 3.99 -7.34 3.20 1.04
O 4.83 -8.00 3.80 -0.62
C 4.16 -5.88 3.16 -0.07
C 3.20 -5.10 2.51 -0.27
C 3.35 -3.72 2.49 -0.49
C 4.45 -3.13 3.11 -0.74
C 5.40 -3.91 3.75 -0.23
C 5.26 -5.30 3.78 -0.52
H 2.35 -5.55 2.02 0.49
H 2.61 -3.10 1.99 0.61
H 4.55 -2.05 3.10 0.44
H 6.25 -3.45 4.24 0.46
H 6.01 -5.90 4.28 0.55
O 0.38 10.12 -6.29 -0.59
N 1.49 10.18 -6.79 1.01
O 2.06 11.23 -7.08 -0.61
C 2.19 8.93 -7.07 -0.07
C 1.57 7.72 -6.79 -0.09
C 2.22 6.52 -7.07 -0.61
C 3.50 6.55 -7.63 -0.37
C 4.12 7.76 -7.90 -0.44
C 3.47 8.96 -7.62 -0.36
H 0.57 7.68 -6.35 0.54
H 1.74 5.58 -6.87 0.40
H 4.01 5.62 -7.86 0.37
H 5.12 7.78 -8.33 0.37
H 3.97 9.90 -7.83 0.44
O 8.25 -2.72 6.63 -0.61
N 8.28 -2.92 7.84 1.01
O 9.00 -2.31 8.61 -0.60
C 7.39 -3.95 8.38 -0.06
C 6.58 -4.69 7.52 0.04
C 5.76 -5.68 8.04 -0.32
C 5.75 -5.93 9.41 -0.53
C 6.55 -5.18 10.27 -0.46
C 7.38 -4.19 9.75 -0.36
H 6.58 -4.50 6.45 0.18
H 5.13 -6.26 7.38 0.45
H 5.11 -6.71 9.81 0.38
H 6.53 -5.38 11.33 0.37
H 8.00 -3.62 10.43 0.44
O 1.52 -3.25 8.71 -0.61
N 2.14 -2.94 7.70 0.98
O 3.29 -3.29 7.45 -0.53
C 1.46 -2.10 6.71 -0.26
C 0.17 -1.65 6.96 -0.38
C -0.46 -0.83 6.03 -0.66
C 0.20 -0.46 4.86 0.23
C 1.49 -0.92 4.61 -0.33
C 2.13 -1.74 5.54 -0.31
H -0.36 -1.92 7.87 0.44
H -1.47 -0.47 6.22 0.41
H -0.29 0.18 4.14 0.03
H 2.00 -0.64 3.70 0.49
H 3.14 -2.09 5.34 0.52
```

---

Result set for calculated total energy: -3605.5373, -7425.0054 hartree, one per record in the order listed.